No. 1
Molecular formula: C4H11N3O2
Method: DFT, ωB97M-V/def2-TZVPD

Geometry as XYZ:
```
20
Properties=species:S:1:pos:R:3:nbo_charge:R:1
H -1.561 -1.254 -0.997 0.3557
N -1.457 -0.252 -0.938 -0.7743
C -1.622 0.240 0.191 0.5795
N -1.974 -0.546 1.298 -0.8591
N -1.364 1.558 0.524 -0.6434
C -0.491 2.354 -0.339 -0.4148
H -1.794 -0.044 2.157 0.3816
H -2.827 -1.073 1.370 0.3916
H -2.193 2.047 0.828 0.3856
H -0.990 2.578 -1.285 0.1892
H 0.350 1.740 -0.615 0.2177
H -0.242 3.318 0.094 0.2066
C 2.042 -1.904 0.315 -0.7358
C 2.535 -1.010 -0.793 0.7913
O 3.669 -0.848 -1.095 -0.5623
O 1.608 -0.203 -1.346 -0.7099
H 0.949 -1.903 0.294 0.2096
H 2.334 -1.646 1.326 0.2459
H 2.321 -2.931 0.086 0.2399
H 0.705 -0.223 -1.075 0.5055
```

The gap between HOMO and LUMO comes out at 10.154 eV. The strongest force on any atom is 0.0541 hartree/bohr. As for the SMILES: [H]/N=C(\N)NC.CC(=O)O. Its relative energy (zero: lowest compared OMol25 entry of this formula, charge and spin) is 101.4 kJ/mol.

***

No. 2
Molecular formula: C4H11N3O2
Method: DFT, ωB97M-V/def2-TZVPD

Geometry as XYZ:
```
20
Properties=species:S:1:pos:R:3:nbo_charge:R:1
C -1.782 -1.837 1.021 -0.4358
N -1.015 -0.604 0.963 -0.5809
C 0.042 -0.450 1.634 0.5817
N 0.562 -1.370 2.579 -0.8561
N 0.760 0.717 1.537 -0.8445
H -2.478 -1.793 1.857 0.1868
H -1.196 -2.760 1.095 0.1865
H -2.287 -1.876 0.053 0.2016
H -0.070 -1.564 3.355 0.3773
H 1.415 -1.120 3.038 0.3710
H 0.761 1.212 0.643 0.4216
H 1.389 0.969 2.274 0.3827
C 0.851 1.245 -3.366 -0.7284
C 0.579 1.554 -1.934 0.8088
O 1.312 1.890 -1.028 -0.6145
O -0.694 1.194 -1.672 -0.7062
H 1.875 1.357 -3.705 0.2357
H 0.334 2.010 -3.966 0.2454
H 0.441 0.281 -3.636 0.2494
H -0.799 0.945 -0.743 0.5179
```

The gap between HOMO and LUMO comes out at 9.481 eV. The strongest force on any atom is 0.0381 hartree/bohr. As for the SMILES: CN=C(N)N.CC(=O)O. Its relative energy (zero: lowest compared OMol25 entry of this formula, charge and spin) is 65.7 kJ/mol.

***

Repeat the first record exactly.
Molecular formula: C4H11N3O2
Method: DFT, ωB97M-V/def2-TZVPD

Geometry as XYZ:
```
20
Properties=species:S:1:pos:R:3:nbo_charge:R:1
H -1.561 -1.254 -0.997 0.3557
N -1.457 -0.252 -0.938 -0.7743
C -1.622 0.240 0.191 0.5795
N -1.974 -0.546 1.298 -0.8591
N -1.364 1.558 0.524 -0.6434
C -0.491 2.354 -0.339 -0.4148
H -1.794 -0.044 2.157 0.3816
H -2.827 -1.073 1.370 0.3916
H -2.193 2.047 0.828 0.3856
H -0.990 2.578 -1.285 0.1892
H 0.350 1.740 -0.615 0.2177
H -0.242 3.318 0.094 0.2066
C 2.042 -1.904 0.315 -0.7358
C 2.535 -1.010 -0.793 0.7913
O 3.669 -0.848 -1.095 -0.5623
O 1.608 -0.203 -1.346 -0.7099
H 0.949 -1.903 0.294 0.2096
H 2.334 -1.646 1.326 0.2459
H 2.321 -2.931 0.086 0.2399
H 0.705 -0.223 -1.075 0.5055
```

The gap between HOMO and LUMO comes out at 10.154 eV. The strongest force on any atom is 0.0541 hartree/bohr. As for the SMILES: [H]/N=C(\N)NC.CC(=O)O. Its relative energy (zero: lowest compared OMol25 entry of this formula, charge and spin) is 101.4 kJ/mol.